*1*
Computed, not measured: a single C5H10N4O2 molecule, with ωB97M-V/def2-TZVPD.

```
21
C5H10N4O2 | the OMol25 dataset | ωB97M-V/def2-TZVPD
O -1.248 2.163 -0.381
O -2.881 1.025 0.661
N -1.305 -2.164 0.195
N 1.250 -0.030 0.402
N -1.484 -0.010 -0.853
N -0.371 -1.692 0.797
C 1.877 1.177 0.873
C 1.930 -0.714 -0.668
C -2.069 -1.268 -0.669
C 0.058 -0.413 0.839
C -1.970 1.024 -0.133
H 1.349 -1.570 -0.998
H -2.196 -1.820 -1.607
H 2.827 0.938 1.359
H -3.042 -1.228 -0.145
H 2.068 -0.036 -1.513
H 2.075 1.854 0.038
H 2.910 -1.054 -0.326
H -0.632 1.956 -1.097
H 1.231 1.688 1.580
H -0.376 0.175 1.644
```

Results
HOMO level   -8.75 eV

Atom charges from the Löwdin analysis, given in e for atoms 1 to 6: number 1, O, carries 0.06; number 2, O, carries 0.05; number 3, N, carries 0.09; number 4, N, carries -0.19; number 5, N, carries 0.03; number 6, N, carries 0.06

*2*
Computed, not measured: a single C5H10N4O2 molecule, with ωB97M-V/def2-TZVPD.

```
21
C5H10N4O2 | the OMol25 dataset | ωB97M-V/def2-TZVPD
O -1.502 1.817 1.202
O 1.010 1.838 -0.889
N -0.572 0.981 0.662
N -0.279 1.220 -0.619
N -0.884 -0.847 2.161
N 0.521 -0.520 -2.545
C -0.588 -0.391 1.030
C -1.446 -0.113 3.323
C -0.110 -1.165 -0.195
C 0.063 -0.427 -1.265
C 1.790 -1.243 -2.727
H 0.270 0.186 -3.281
H -2.490 -0.354 3.484
H -1.372 0.896 3.423
H -0.836 -0.630 4.137
H 0.877 2.747 -1.144
H 0.078 -2.156 -0.082
H -0.926 2.633 1.427
H 2.339 -1.263 -1.740
H 1.650 -2.354 -2.874
H 2.406 -0.853 -3.488
```

Results
HOMO level   -8.15 eV
Structure (SMILES)   C/N=c1/cc(NC)n(O)n1O

Atom charges from the Löwdin analysis, given in e for atoms 1 to 6: number 1, O, carries 0.00; number 2, O, carries -0.06; number 3, N, carries -0.21; number 4, N, carries -0.05; number 5, N, carries 0.04; number 6, N, carries -0.03

Most stable: *1*. Least stable: *2*.